{
  "formula": "C2H7NS",
  "method": "ωB97M-V/def2-TZVPD",
  "homo_ev": -9.51,
  "gap_ev": 10.31,
  "e_tot_ha": -533.2637,
  "max_force_ev_per_a": 3.52,
  "lumo_ev": 0.80,
  "relative_energy_ev": 1.816,
  "total_charge": 0,
  "smiles": "C=NC.S",
  "species": ["C", "N", "C", "H", "H", "H", "H", "H", "S", "H", "H"],
  "xyz": [[-0.978, -1.766, -1.933], [-0.771, -0.661, -1.287], [-0.485, -0.670, 0.077], [-1.066, -2.681, -1.348], [-1.305, -1.573, -2.961], [0.172, -1.463, 0.400], [-1.384, -0.763, 0.733], [0.037, 0.341, 0.293], [1.450, 2.885, 1.502], [2.620, 2.486, 2.264], [1.711, 3.865, 2.259]],
  "atomic_forces_ev_per_a": [[-0.52, 3.08, 1.61], [-0.72, -1.72, -2.95], [0.73, 1.92, 2.25], [0.23, -0.52, -0.61], [0.32, -0.94, 0.16], [0.45, -0.49, 0.03], [0.40, 0.36, -0.63], [-0.90, -1.70, 0.14], [1.99, -2.26, 0.41], [-1.62, -0.32, -1.54], [-0.36, 2.58, 1.12]]
}

***

{
  "formula": "C17H27N3O2",
  "method": "ωB97M-V/def2-TZVPD",
  "homo_ev": -6.66,
  "gap_ev": 6.97,
  "e_tot_ha": -978.6542,
  "max_force_ev_per_a": 1.19,
  "lumo_ev": 0.32,
  "relative_energy_ev": 3.823,
  "total_charge": 0,
  "species": ["C", "N", "C", "C", "C", "O", "C", "C", "H", "H", "H", "H", "H", "H", "H", "H", "H", "H", "H", "C", "C", "N", "C", "C", "C", "C", "N", "C", "C", "C", "C", "C", "O", "H", "H", "H", "H", "H", "H", "H", "H", "H", "H", "H", "H", "H", "H", "H", "H"],
  "xyz": [[-5.964, 0.252, -1.255], [-4.542, 0.270, -1.084], [-3.834, -0.962, -1.233], [-2.431, -0.956, -0.613], [-1.639, 0.322, -0.832], [-0.463, 0.348, -1.144], [-2.476, 1.573, -0.613], [-3.884, 1.530, -1.214], [-6.389, 1.139, -0.769], [-6.308, 0.255, -2.304], [-6.370, -0.648, -0.776], [-4.457, -1.724, -0.731], [-3.776, -1.276, -2.298], [-2.545, -1.081, 0.477], [-1.862, -1.800, -1.010], [-2.581, 1.699, 0.478], [-1.943, 2.433, -1.029], [-3.855, 1.872, -2.272], [-4.527, 2.255, -0.685], [3.702, -2.747, -1.820], [3.033, -1.406, -2.057], [3.017, -0.475, -0.917], [4.156, 0.465, -0.822], [3.918, 1.818, -1.479], [2.092, -0.668, 0.106], [2.025, 0.361, 1.095], [1.324, 0.251, 2.277], [0.912, -0.969, 2.794], [0.222, -1.014, 3.991], [-0.108, 0.161, 4.669], [0.371, 1.375, 4.169], [1.095, 1.410, 3.000], [1.361, -1.684, 0.100], [3.536, -3.362, -2.709], [4.781, -2.645, -1.663], [3.253, -3.249, -0.961], [3.563, -0.869, -2.852], [1.992, -1.551, -2.372], [4.398, 0.595, 0.244], [5.007, -0.036, -1.312], [4.843, 2.398, -1.399], [3.667, 1.704, -2.541], [3.118, 2.369, -0.972], [2.456, 1.344, 0.896], [1.132, -1.849, 2.200], [-0.043, -1.993, 4.390], [-0.684, 0.133, 5.588], [0.197, 2.312, 4.698], [1.509, 2.318, 2.571]],
  "atomic_forces_ev_per_a": [[-0.04, 0.00, -0.01], [0.05, 0.00, 1.19], [-0.35, -0.32, -0.56], [0.14, -0.23, 0.12], [0.07, -0.01, -0.48], [-1.15, 0.12, 0.22], [0.15, 0.19, 0.17], [-0.39, 0.34, -0.52], [-0.05, -0.20, -0.06], [0.10, -0.01, 0.01], [-0.05, 0.17, -0.06], [0.39, 0.05, -0.20], [0.17, 0.06, 0.19], [0.17, 0.06, -0.24], [0.06, 0.10, 0.23], [0.16, -0.03, -0.24], [0.03, -0.10, 0.24], [0.19, -0.06, 0.17], [0.36, -0.01, -0.22], [-0.02, -0.07, 0.14], [-0.45, 0.72, 0.22], [0.35, 0.06, 0.17], [-0.55, -0.69, 0.18], [0.12, -0.03, 0.02], [-0.14, -0.83, -0.51], [0.26, 0.47, 0.30], [0.44, -0.07, -0.52], [-0.23, 0.52, 0.19], [0.00, 0.40, -0.16], [0.15, -0.12, 0.14], [0.07, -0.07, -0.06], [-0.23, -0.57, 0.14], [0.63, 0.53, 0.09], [0.13, -0.08, 0.08], [-0.13, -0.02, 0.02], [0.06, 0.05, -0.10], [-0.20, -0.12, -0.06], [0.26, -0.01, 0.06], [0.07, -0.06, -0.38], [-0.14, 0.18, 0.26], [-0.13, 0.08, -0.09], [-0.02, 0.06, 0.26], [0.07, -0.09, -0.20], [-0.37, -0.43, 0.22], [0.07, 0.36, 0.00], [-0.05, 0.28, -0.16], [0.10, -0.01, -0.11], [0.01, -0.29, -0.17], [-0.17, -0.28, 0.09]]
}

***

{
  "formula": "C2H5NS",
  "method": "ωB97M-V/def2-TZVPD",
  "homo_ev": -8.79,
  "gap_ev": 9.70,
  "e_tot_ha": -532.0735,
  "max_force_ev_per_a": 5.00,
  "lumo_ev": 0.91,
  "relative_energy_ev": 1.879,
  "total_charge": 0,
  "smiles": "C/C=N/S",
  "species": ["C", "C", "N", "S", "H", "H", "H", "H", "H"],
  "xyz": [[-0.191, -1.260, -0.831], [-0.211, -0.017, 0.157], [0.211, 1.252, 0.118], [0.168, 2.104, 1.593], [-1.138, -1.448, -1.237], [0.629, -1.169, -1.661], [0.009, -2.156, -0.343], [-0.594, -0.402, 1.052], [1.117, 3.097, 1.152]],
  "atomic_forces_ev_per_a": [[2.81, 3.76, -1.70], [1.36, 1.82, -1.01], [-0.70, -4.39, -0.94], [1.21, 1.34, -0.83], [-1.49, 0.28, -0.98], [-1.77, 0.05, 1.34], [0.73, -1.27, 1.62], [-0.67, -0.19, 1.83], [-1.48, -1.40, 0.68]]
}

***

{
  "formula": "C47H71O3P2SiV",
  "method": "ωB97M-V/def2-TZVPD",
  "homo_ev": [-18.93, -18.92],
  "gap_ev": [6.14, 6.55],
  "e_tot_ha": -3974.0724,
  "max_force_ev_per_a": 3.42,
  "lumo_ev": [-12.79, -12.37],
  "total_charge": 4,
  "species": ["V", "C", "Si", "C", "C", "C", "C", "C", "C", "P", "C", "C", "C", "C", "C", "C", "C", "C", "C", "C", "C", "C", "C", "C", "C", "C", "C", "C", "P", "C", "C", "C", "C", "C", "C", "C", "C", "C", "C", "C", "C", "H", "H", "H", "H", "H", "H", "H", "H", "H", "H", "H", "H", "H", "H", "H", "H", "H", "H", "H", "H", "H", "H", "H", "H", "H", "H", "H", "H", "H", "H", "H", "H", "H", "H", "H", "H", "H", "H", "H", "H", "H", "H", "H", "H", "H", "H", "H", "H", "H", "H", "H", "H", "H", "H", "H", "O", "H", "H", "O", "H", "H", "C", "C", "C", "C", "C", "C", "C", "O", "C", "C", "C", "H", "H", "H", "H", "H", "H", "H", "H", "H", "H", "H", "H"],
  "xyz": [[0.525, -0.200, 0.372], [1.952, 3.247, 0.120], [0.829, 2.367, 1.301], [1.666, 2.037, 2.933], [2.227, 3.146, 3.568], [2.954, 2.999, 4.744], [3.132, 1.739, 5.296], [2.570, 0.624, 4.682], [1.836, 0.767, 3.510], [0.934, -0.623, 2.790], [-0.671, -0.812, 3.709], [-1.655, 0.348, 3.460], [-1.554, 1.520, 4.442], [-1.688, 1.016, 5.878], [-0.580, 0.010, 6.185], [-0.618, -1.173, 5.214], [1.637, -2.347, 2.822], [2.548, -2.763, 3.999], [4.030, -2.429, 3.816], [4.546, -2.946, 2.474], [3.719, -2.342, 1.344], [2.265, -2.760, 1.472], [-0.798, 3.202, 1.040], [-0.866, 4.485, 1.591], [-1.817, 5.391, 1.143], [-2.660, 5.033, 0.098], [-2.611, 3.750, -0.435], [-1.715, 2.805, 0.066], [-1.859, 1.042, -0.355], [-2.409, 0.952, -2.109], [-1.441, 1.631, -3.082], [-2.134, 1.767, -4.444], [-2.562, 0.397, -4.974], [-3.466, -0.326, -3.971], [-2.781, -0.450, -2.603], [-3.351, 0.575, 0.688], [-3.513, -0.940, 0.970], [-4.959, -1.296, 1.362], [-5.598, -0.156, 2.148], [-5.700, 1.112, 1.274], [-4.669, 1.132, 0.126], [1.932, 4.307, 0.402], [1.570, 3.185, -0.903], [2.990, 2.911, 0.131], [2.097, 4.142, 3.150], [3.380, 3.872, 5.225], [3.690, 1.621, 6.217], [2.693, -0.345, 5.143], [-1.065, -1.704, 3.206], [-2.661, -0.064, 3.573], [-1.543, 0.703, 2.430], [-2.349, 2.234, 4.211], [-0.607, 2.049, 4.339], [-2.667, 0.543, 6.012], [-1.634, 1.852, 6.574], [-0.706, -0.384, 7.193], [0.383, 0.519, 6.161], [-1.550, -1.713, 5.402], [0.185, -1.882, 5.424], [0.701, -2.902, 2.933], [2.463, -3.851, 4.072], [2.167, -2.368, 4.940], [4.584, -2.891, 4.634], [4.208, -1.350, 3.871], [4.471, -4.037, 2.436], [5.600, -2.694, 2.354], [4.106, -2.652, 0.369], [3.780, -1.258, 1.403], [2.196, -3.848, 1.392], [1.687, -2.345, 0.624], [-0.162, 4.795, 2.364], [-1.872, 6.381, 1.578], [-3.367, 5.751, -0.297], [-3.277, 3.510, -1.253], [-3.332, 1.539, -2.072], [-0.537, 1.018, -3.201], [-1.137, 2.616, -2.718], [-1.463, 2.259, -5.148], [-3.014, 2.410, -4.335], [-1.675, -0.213, -5.178], [-3.091, 0.520, -5.918], [-3.727, -1.319, -4.336], [-4.402, 0.229, -3.851], [-1.872, -1.060, -2.713], [-3.453, -0.958, -1.909], [-3.171, 1.098, 1.625], [-2.851, -1.219, 1.802], [-3.239, -1.533, 0.093], [-4.960, -2.219, 1.943], [-5.551, -1.491, 0.465], [-5.013, 0.043, 3.052], [-6.587, -0.451, 2.491], [-5.577, 2.005, 1.890], [-6.690, 1.179, 0.826], [-4.572, 2.158, -0.220], [-5.010, 0.516, -0.708], [-0.765, -1.654, 0.443], [-1.419, -2.107, 0.996], [-0.581, -2.222, -0.378], [0.230, -2.484, -1.726], [-0.325, -2.479, -2.524], [0.779, -3.281, -1.811], [8.549, -0.226, -1.986], [7.106, -0.004, -1.767], [6.628, 0.451, -0.510], [5.310, 0.642, -0.256], [4.923, 1.201, 1.077], [4.335, 0.322, -1.305], [2.992, 0.166, -1.222], [2.026, 0.236, -0.239], [4.847, 0.001, -2.651], [3.943, -0.152, -3.844], [6.181, -0.187, -2.817], [9.080, -0.438, -1.059], [8.989, 0.696, -2.395], [8.737, -1.002, -2.727], [7.350, 0.663, 0.272], [5.511, 0.745, 1.875], [3.876, 1.074, 1.293], [5.154, 2.271, 1.099], [2.539, -0.130, -2.156], [3.145, 0.590, -3.870], [3.497, -1.152, -3.881], [4.522, -0.043, -4.758], [6.552, -0.473, -3.794]],
  "atomic_forces_ev_per_a": [[-2.81, -0.27, 0.94], [0.26, -0.49, -0.32], [-0.05, 0.78, 0.39], [-0.12, -0.27, -0.20], [-0.04, 0.15, -0.10], [0.01, 0.09, 0.06], [-0.06, -0.03, 0.01], [0.03, 0.07, 0.11], [0.16, -0.11, -0.09], [-0.27, 0.26, 0.58], [-0.19, 0.19, -0.15], [0.35, 0.11, 0.23], [-0.10, -0.16, 0.06], [0.13, -0.01, -0.07], [-0.21, -0.01, -0.11], [0.20, -0.04, 0.05], [0.21, 0.08, -0.18], [0.13, 0.08, -0.08], [-0.04, -0.15, -0.13], [-0.05, 0.13, 0.10], [0.08, -0.34, -0.04], [-0.05, 0.23, 0.13], [-0.02, -0.30, 0.38], [0.06, 0.03, 0.14], [0.02, 0.02, -0.05], [0.03, -0.03, 0.03], [-0.07, 0.08, -0.05], [-0.02, 0.06, -0.23], [0.34, 0.71, 0.29], [0.53, -0.24, 0.15], [-0.20, 0.14, -0.09], [0.13, -0.21, -0.02], [-0.17, 0.12, 0.13], [0.27, -0.03, -0.08], [-0.29, 0.09, -0.10], [0.19, -0.52, -0.14], [-0.18, 0.00, 0.01], [-0.03, 0.13, 0.08], [0.06, 0.06, -0.11], [-0.06, -0.15, -0.01], [0.03, -0.04, 0.16], [-0.09, -0.05, 0.05], [-0.02, 0.11, 0.04], [-0.08, 0.04, 0.05], [0.11, -0.09, 0.06], [-0.04, -0.07, -0.03], [0.00, 0.01, -0.06], [0.00, 0.02, 0.01], [-0.07, -0.02, -0.04], [-0.01, -0.01, -0.14], [0.00, 0.00, 0.07], [0.04, -0.01, -0.01], [0.11, 0.06, -0.05], [0.03, 0.04, 0.02], [-0.05, -0.02, 0.01], [0.06, -0.01, 0.00], [0.12, 0.04, -0.01], [0.01, -0.08, -0.02], [-0.04, -0.01, 0.01], [-0.08, -0.01, 0.02], [-0.08, 0.01, 0.02], [0.00, -0.06, 0.05], [0.01, 0.08, 0.01], [-0.01, -0.01, 0.01], [0.04, 0.02, 0.01], [0.00, -0.02, -0.01], [0.00, 0.04, 0.01], [0.10, 0.37, -0.04], [-0.08, 0.00, -0.05], [-0.02, -0.16, 0.02], [-0.12, -0.02, -0.09], [-0.01, -0.04, -0.02], [0.01, -0.02, 0.00], [-0.03, -0.02, 0.04], [-0.08, 0.04, 0.00], [0.02, -0.01, 0.08], [0.03, -0.02, 0.03], [-0.03, 0.02, -0.01], [0.06, 0.01, -0.01], [-0.03, 0.02, -0.02], [0.05, -0.05, -0.04], [-0.05, 0.02, -0.01], [0.02, -0.05, 0.01], [-0.02, 0.06, 0.07], [0.06, -0.02, 0.01], [-0.01, 0.05, -0.02], [-0.10, 0.04, -0.07], [-0.01, 0.04, 0.03], [-0.01, -0.01, -0.04], [0.03, -0.03, 0.01], [0.00, 0.01, -0.04], [-0.03, 0.01, 0.04], [0.02, 0.00, -0.03], [-0.03, 0.01, 0.01], [0.00, -0.01, -0.09], [0.01, 0.04, -0.03], [0.26, -1.21, -0.47], [-0.15, 0.39, 0.16], [0.05, 0.11, 0.12], [-0.02, -0.14, -0.28], [0.10, -0.01, 0.09], [-0.06, 0.05, 0.04], [0.03, 0.02, 0.00], [-0.08, 0.02, 0.11], [0.18, -0.04, -0.08], [-0.12, -0.02, 0.13], [0.10, 0.03, -0.03], [0.15, 0.21, 0.57], [-0.75, -0.12, -0.23], [3.11, 0.32, -1.39], [-0.13, -0.05, -0.19], [0.04, -0.10, -0.02], [0.17, -0.03, -0.18], [-0.02, -0.02, -0.01], [-0.08, 0.02, 0.01], [-0.03, 0.00, 0.02], [0.01, -0.03, -0.04], [-0.02, -0.03, -0.04], [-0.38, -0.02, 0.17], [-0.05, -0.02, -0.04], [-0.38, 0.00, 0.10], [0.07, 0.02, -0.06], [0.01, 0.05, 0.04], [0.03, 0.01, 0.01], [0.05, 0.04, 0.04]]
}